Here is a 3-piece molecular cluster, C2H2N4O3S2 overall at a distorted geometry from the OMol25 dataset. Energies are from ωB97M-V with the def2-TZVPD basis set.

Output
HOMO level (alpha / beta), eV: -7.2 / -9.6
2S+1: 3
DFT total energy, hartree: -1318.42216

The geometry in XYZ format:
```
13
Properties=species:S:1:pos:R:3:lowdin_charge:R:1
C 0.29368 0.59648 0.73924 -0.76
C 0.46860 -3.77657 -1.42114 -0.41
N 0.45776 1.39455 -0.23799 -0.42
N -2.08266 2.31550 0.41564 0.07
N 0.54162 1.00259 2.03307 -0.34
N -1.85198 1.58076 -0.46002 -0.08
O 0.73634 -2.65309 -1.30229 0.20
O -0.28934 -0.63823 0.81118 0.03
O 0.16729 -4.87435 -1.48967 0.24
S 1.52804 2.59080 -0.05031 0.62
S 1.65542 2.17576 2.08619 0.63
H 0.40355 -1.20493 0.37179 0.10
H -2.02832 1.49073 -1.49569 0.10
```